Here is the molecule C6H12 from OMol25. Energies are from ωB97M-V with the def2-TZVPD basis set.

Geometry as ORCA input:
```
! RIJCOSX wB97M-V def2-TZVPD def2/J DEFGRID3
* xyz 0 1
C -0.812 -0.963 -2.134
C 0.122 -0.861 -0.971
C 0.263 0.193 -0.179
C -0.569 1.435 -0.390
C 1.172 0.144 1.016
C 0.396 -0.179 2.293
H -0.878 -1.996 -2.463
H -1.817 -0.585 -1.928
H -0.445 -0.387 -2.983
H 0.733 -1.723 -0.729
H -1.638 1.188 -0.335
H -0.426 1.845 -1.387
H -0.340 2.208 0.354
H 1.642 1.125 1.152
H 1.937 -0.619 0.868
H -0.286 0.634 2.547
H 1.096 -0.348 3.118
H -0.146 -1.111 2.152
*
```

Values from the calculation:
- Frontier orbital gap: 0.3632 hartree
- Energy: -235.7900 Ha
- HOMO energy: -8.76 eV
- E_LUMO: 1.12 eV

---

Here is a structure of composition C6H12AlBClFKNO5 at a distorted geometry from OMol25. Energies are from ωB97M-V with the def2-TZVPD basis set.

Geometry as ORCA input:
```
! RIJCOSX wB97M-V def2-TZVPD def2/J DEFGRID3
* xyz 0 1
O 0.479 1.844 1.392
C -0.307 2.665 1.655
N -1.110 3.361 2.269
B -2.362 3.597 1.378
C -3.284 2.113 1.270
O -3.561 1.688 2.348
O -3.618 1.568 0.162
H -3.045 4.429 1.958
H -2.153 4.017 0.259
Al -3.696 1.188 -1.757
C 2.669 -3.463 0.168
O 1.585 -2.680 0.616
C 1.735 -1.283 0.299
C 0.916 -0.919 -0.919
O 1.382 -1.551 -2.110
C 0.620 -2.683 -2.466
H 2.360 -4.509 0.192
H 2.963 -3.207 -0.853
H 3.531 -3.334 0.833
H 2.779 -1.020 0.159
H 1.360 -0.722 1.148
H 1.011 0.160 -1.074
H -0.144 -1.157 -0.755
H -0.332 -2.377 -2.921
H 0.420 -3.325 -1.605
H 1.189 -3.252 -3.202
Cl -5.019 4.031 0.982
K 0.717 4.076 -0.300
F 2.918 0.745 0.871
*
```

Values from the calculation:
- Frontier orbital gap: 0.0792 hartree
- Energy: -2093.7997 Ha
- HOMO energy: -7.20 eV
- E_LUMO: -5.04 eV

---

Here is the molecule C6H12BCl2O2P at a distorted geometry from OMol25. Energies are from ωB97M-V with the def2-TZVPD basis set.

Geometry as ORCA input:
```
! RIJCOSX wB97M-V def2-TZVPD def2/J DEFGRID3
* xyz 0 1
C 0.630 -0.085 3.364
C -0.120 0.913 2.495
C -0.730 0.258 1.261
O 0.202 -0.667 0.691
B 0.068 -1.036 -0.586
P 0.384 -2.950 -0.906
O -0.258 -3.778 0.151
C -0.297 -0.099 -1.802
Cl -1.350 -0.808 -3.000
C 0.131 1.158 -2.029
C -0.220 2.004 -3.203
Cl 1.194 1.932 -0.906
H 1.529 -0.433 2.874
H 0.926 0.361 4.307
H 0.000 -0.948 3.555
H -0.893 1.416 3.062
H 0.586 1.655 2.132
H -1.636 -0.267 1.544
H -0.997 1.041 0.557
H 1.795 -3.101 -0.891
H -0.027 -3.279 -2.211
H -0.277 1.428 -4.115
H 0.525 2.780 -3.329
H -1.163 2.508 -3.014
*
```

Values from the calculation:
- Frontier orbital gap: 0.3255 hartree
- Energy: -1672.9077 Ha
- HOMO energy: -9.24 eV
- E_LUMO: -0.38 eV

---

Here is the molecule C6H12BrClSi at a distorted geometry from OMol25. Energies are from ωB97M-V with the def2-TZVPD basis set.

Geometry as ORCA input:
```
! RIJCOSX wB97M-V def2-TZVPD def2/J DEFGRID3
* xyz 0 1
Cl 1.773 2.742 -0.289
C 2.598 1.133 -0.601
Si 1.250 -0.177 -0.166
Br 2.001 -2.283 0.032
C 0.157 0.434 1.562
C -1.053 -0.496 1.534
C -1.828 -0.153 0.259
C -1.359 -0.930 -0.966
C -0.058 -0.334 -1.545
H 3.419 1.243 0.150
H 3.058 1.374 -1.531
H -0.301 1.375 1.349
H 0.756 0.561 2.486
H -1.804 -0.436 2.376
H -0.778 -1.497 1.489
H -2.895 -0.314 0.335
H -1.720 0.861 0.013
H -1.077 -1.926 -0.513
H -2.170 -0.801 -1.676
H 0.175 -0.999 -2.350
H -0.145 0.625 -1.950
*
```

Values from the calculation:
- Frontier orbital gap: 0.3811 hartree
- Energy: -3559.5376 Ha
- HOMO energy: -9.73 eV
- E_LUMO: 0.64 eV

---

Here is the ion C6H12Cl2N with charge +1 at a distorted geometry from OMol25. Energies are from ωB97M-V with the def2-TZVPD basis set.

Geometry as ORCA input:
```
! RIJCOSX wB97M-V def2-TZVPD def2/J DEFGRID3
* xyz 1 1
C -1.704 -0.352 1.013
C -0.307 -1.054 0.771
N 0.225 -0.657 -0.600
C 0.627 0.767 -0.594
C 1.895 1.151 0.198
C -0.189 -1.217 -1.912
C 1.102 -1.583 -1.312
Cl 1.529 -3.034 -0.512
Cl 2.699 -0.775 -2.543
H -2.173 -0.383 -0.052
H -2.140 -1.011 1.678
H -1.707 0.713 1.471
H -0.162 -2.103 0.803
H 0.330 -0.742 1.668
H 0.911 1.111 -1.534
H -0.303 1.484 -0.422
H 2.451 0.225 0.412
H 2.528 1.776 -0.331
H 1.454 1.758 0.992
H -0.221 -0.480 -2.621
H -1.125 -1.907 -2.005
*
```

Values from the calculation:
- Frontier orbital gap: 0.3661 hartree
- Energy: -1210.5511 Ha
- HOMO energy: -15.23 eV
- E_LUMO: -5.27 eV

---

Here is the ion C6H12Cl2N5 with charge +1 at a distorted geometry from OMol25. Energies are from ωB97M-V with the def2-TZVPD basis set.

Geometry as ORCA input:
```
! RIJCOSX wB97M-V def2-TZVPD def2/J DEFGRID3
* xyz 1 1
C 1.332 2.852 -0.081
C 0.932 1.480 0.411
N -0.340 1.218 -0.154
C -1.435 1.072 0.329
Cl -1.881 0.835 2.187
N -2.624 1.023 -0.486
C -3.617 0.164 -0.283
Cl -5.167 0.518 -0.883
N -3.562 -0.969 0.371
C -2.380 -1.742 0.734
N -1.391 -1.604 -0.105
N -0.331 -2.303 0.138
C 0.702 -2.256 -0.802
H 0.865 3.570 0.531
H 2.476 2.938 0.198
H 1.356 2.862 -1.133
H 0.933 1.396 1.475
H 1.637 0.877 -0.125
H -2.396 1.374 -1.415
H -4.412 -1.559 0.526
H -2.412 -2.410 1.629
H -0.352 -2.839 0.986
H 0.592 -2.934 -1.655
H 0.894 -1.272 -1.144
H 1.646 -2.702 -0.210
*
```

Values from the calculation:
- Frontier orbital gap (alpha / beta): 0.2890 / 0.2891 hartree
- Energy: -1429.6464 Ha
- HOMO energy (alpha / beta): -12.15 / -12.15 eV
- E_LUMO (alpha / beta): -4.28 / -4.28 eV

---

Here is a cluster of 2 separate species, C6H12Cl6 in total at a distorted geometry from OMol25. Energies are from ωB97M-V with the def2-TZVPD basis set.

Geometry as ORCA input:
```
! RIJCOSX wB97M-V def2-TZVPD def2/J DEFGRID3
* xyz 0 1
Cl 2.617 -1.788 1.709
C 2.400 -0.255 2.553
C 2.644 0.931 1.624
Cl 1.604 1.008 0.291
H 2.988 -0.245 3.470
H 1.360 -0.263 2.881
H 3.679 0.898 1.283
H 2.424 1.863 2.146
Cl 0.511 -2.130 -1.807
C 0.805 -0.529 -1.010
C 0.156 0.621 -1.856
Cl 1.029 0.711 -3.350
H 1.885 -0.407 -0.921
H 0.361 -0.488 -0.015
H 0.256 1.610 -1.410
H -0.921 0.534 -2.000
Cl -3.224 -0.491 -2.582
C -3.443 0.014 -0.913
C -2.416 -0.377 0.114
Cl -2.834 -1.962 0.660
H -4.440 -0.295 -0.600
H -3.596 1.093 -0.913
H -2.443 0.345 0.930
H -1.402 -0.399 -0.285
*
```

Values from the calculation:
- Frontier orbital gap: 0.3686 hartree
- Energy: -2996.8519 Ha
- HOMO energy: -9.75 eV
- E_LUMO: 0.28 eV

---

Here is the molecule C6H12ClNO at a distorted geometry from OMol25. Energies are from ωB97M-V with the def2-TZVPD basis set.

Geometry as ORCA input:
```
! RIJCOSX wB97M-V def2-TZVPD def2/J DEFGRID3
* xyz 0 1
C -0.802 2.903 0.434
O -1.289 1.673 0.919
C -0.336 0.866 1.485
C 0.492 -0.195 0.251
Cl 2.066 0.691 -0.131
C -0.361 -0.326 -1.004
C -0.261 -1.814 -1.379
C 0.848 -2.341 -0.463
N 0.704 -1.489 0.710
H -1.646 3.399 -0.040
H 0.000 2.759 -0.293
H -0.428 3.523 1.258
H 0.464 1.404 1.993
H -0.823 0.142 2.133
H 0.001 0.326 -1.796
H -1.385 -0.037 -0.769
H -1.197 -2.322 -1.157
H -0.024 -1.960 -2.430
H 0.717 -3.387 -0.187
H 1.830 -2.216 -0.942
H 1.430 -1.597 1.407
*
```

Values from the calculation:
- Frontier orbital gap: 0.3590 hartree
- Energy: -825.9697 Ha
- HOMO energy: -8.80 eV
- E_LUMO: 0.97 eV

---

Please write out number 5 again, unchanged.
Here is the ion C6H12Cl2N with charge +1 at a distorted geometry from OMol25. Energies are from ωB97M-V with the def2-TZVPD basis set.

Geometry as ORCA input:
```
! RIJCOSX wB97M-V def2-TZVPD def2/J DEFGRID3
* xyz 1 1
C -1.704 -0.352 1.013
C -0.307 -1.054 0.771
N 0.225 -0.657 -0.600
C 0.627 0.767 -0.594
C 1.895 1.151 0.198
C -0.189 -1.217 -1.912
C 1.102 -1.583 -1.312
Cl 1.529 -3.034 -0.512
Cl 2.699 -0.775 -2.543
H -2.173 -0.383 -0.052
H -2.140 -1.011 1.678
H -1.707 0.713 1.471
H -0.162 -2.103 0.803
H 0.330 -0.742 1.668
H 0.911 1.111 -1.534
H -0.303 1.484 -0.422
H 2.451 0.225 0.412
H 2.528 1.776 -0.331
H 1.454 1.758 0.992
H -0.221 -0.480 -2.621
H -1.125 -1.907 -2.005
*
```

Values from the calculation:
- Frontier orbital gap: 0.3661 hartree
- Energy: -1210.5511 Ha
- HOMO energy: -15.23 eV
- E_LUMO: -5.27 eV

---

Which value of energy does entry 8 give?
-825.9697 Ha